(1)
Formula: C19H41BN6PtSi4Te
Source: the Open Molecules 2025 dataset
Level of theory: wB97M-V/def2-TZVPD

Values from the calculation:
- ΔE to the lowest compared entry with this formula, charge and spin: 0.0 kJ/mol
- HOMO energy (spin up / spin down): -14.3 / -14.2 eV
- Charge: +2
- Spin multiplicity: 3
- Largest force on an atom: 2.7 eV/A
- E_LUMO (spin up / spin down): -8.857 / -9.399 eV

Each line ends with the Mulliken charge.
CARTESIAN COORDINATES (ANGSTROEM)
C (3.00610, 0.02624, -2.92226)  0.038
N (1.74313, -0.05321, -3.41034)  -0.603
N (1.80115, -0.18491, -4.76032)  0.213
C (3.09235, -0.27832, -5.12502)  -0.141
C (3.87759, -0.16321, -3.98973)  -1.073
B (0.55415, -0.06229, -5.64389)  -0.036
N (-0.41532, -1.16782, -5.19886)  0.309
N (-0.98879, -1.25348, -3.96420)  -0.318
C (-1.95589, -2.21226, -4.02666)  -0.150
C (-1.92642, -2.77187, -5.30207)  -1.009
C (-0.96529, -2.08784, -6.00846)  -0.109
Pt (-0.15057, 0.10034, -2.48151)  1.505
N (-0.16603, 1.24237, -5.18567)  0.311
N (-0.58225, 1.44053, -3.90836)  -0.705
C (-1.15047, 2.65774, -3.76048)  0.073
C (-1.10870, 3.23248, -5.01284)  -1.172
C (-0.49557, 2.33547, -5.87196)  -0.094
H (-1.52553, 3.01287, -2.80778)  0.489
H (-0.25789, 2.37435, -6.90328)  0.520
H (-1.47577, 4.18536, -5.27138)  0.466
H (0.81136, -0.06103, -6.80553)  -0.037
H (-0.60403, -2.21465, -7.00545)  0.487
H (3.34164, -0.45492, -6.14473)  0.496
H (-2.49708, -3.59515, -5.67736)  0.428
H (4.93949, -0.23614, -3.92565)  0.451
H (-2.66255, -2.47174, -3.23786)  0.425
H (3.24702, 0.22090, -1.87464)  0.343
H (-1.90663, -0.90193, -0.93227)  -0.271
C (-2.08941, -1.67755, -0.17775)  -0.536
H (-2.93290, -2.29437, -0.50215)  0.438
H (-1.19201, -2.29595, -0.08061)  0.341
H (-2.34758, -1.18489, 0.76507)  -0.152
C (3.38947, 0.09301, 2.70242)  -0.893
Si (1.89239, 1.17446, 3.13765)  0.350
C (1.73847, 1.31807, 5.02453)  -1.091
C (2.18829, 2.92192, 2.48356)  -1.005
Si (0.03218, 0.17585, 2.12938)  0.140
Te (0.58742, 0.77953, -0.27476)  -0.104
Si (0.07525, -2.03396, 2.85169)  0.601
C (0.72757, -2.06971, 4.63305)  -1.164
C (-1.61308, -2.88460, 2.95767)  -1.052
C (1.26883, -2.98932, 1.73903)  -1.116
Si (-1.85660, 1.32672, 2.83425)  0.450
C (-2.01489, 1.09539, 4.70994)  -0.954
C (-1.67124, 3.15972, 2.40159)  -1.006
C (-3.47287, 0.70250, 2.06442)  -1.104
H (4.27220, 0.58380, 3.13480)  0.420
H (3.54151, 0.02833, 1.61717)  0.224
H (3.33955, -0.92980, 3.09680)  0.273
H (2.69712, 1.71484, 5.38880)  0.429
H (0.95314, 2.02119, 5.32848)  0.340
H (1.55724, 0.36840, 5.53917)  0.335
H (2.33867, 2.94392, 1.39732)  0.312
H (1.37370, 3.61478, 2.72702)  0.271
H (3.10586, 3.29109, 2.96545)  0.355
H (0.09006, -1.50173, 5.32160)  0.331
H (0.69652, -3.12309, 4.94337)  0.436
H (1.75454, -1.70656, 4.75138)  0.312
H (-2.08120, -3.07189, 1.98524)  0.306
H (-1.44151, -3.85026, 3.45691)  0.432
H (-2.32769, -2.32206, 3.57417)  0.287
H (0.93335, -3.03221, 0.69489)  0.296
H (2.28429, -2.57317, 1.75107)  0.313
H (1.31960, -4.01808, 2.12281)  0.399
H (-1.17453, 1.50466, 5.28218)  0.270
H (-2.92761, 1.62670, 5.01403)  0.419
H (-2.14032, 0.04159, 4.99255)  0.271
H (-1.56009, 3.30878, 1.31968)  0.278
H (-2.59688, 3.66465, 2.71359)  0.390
H (-0.82471, 3.65002, 2.89755)  0.264
H (-3.48200, 0.79533, 0.97162)  0.309
H (-3.70886, -0.34004, 2.31386)  0.324
H (-4.28049, 1.33612, 2.45811)  0.427

=====

(2)
Formula: C19H41NO8P
Source: the Open Molecules 2025 dataset
Level of theory: wB97M-V/def2-TZVPD

Values from the calculation:
- HOMO energy: -3.1 eV
- Charge: -1
- Largest force on an atom: 8.2 eV/A
- E_LUMO: 1.865 eV

Each line ends with the Mulliken charge.
CARTESIAN COORDINATES (ANGSTROEM)
C (-1.34263, -1.45576, -4.41960)  -0.455
C (-1.51114, -0.45602, -3.56276)  0.102
P (-1.76958, 0.63956, -1.96835)  0.084
C (-1.96753, 1.73019, -0.37063)  -0.386
N (-0.81965, 2.72537, -0.34398)  -0.719
H (-1.11336, -2.48156, -4.92405)  -0.090
H (-3.10958, 1.02941, -2.40733)  -0.072
H (-1.17450, 1.76414, -2.67829)  0.013
H (-0.48510, 0.21400, -1.42221)  -0.276
H (-2.37085, -0.50383, -1.26782)  -0.048
H (-1.91562, 0.97494, 0.51659)  -0.007
H (-2.95996, 2.31161, -0.38465)  0.386
H (-0.86704, 3.16134, 0.60410)  0.236
H (0.08882, 2.24513, -0.44391)  0.299
O (0.47027, 4.20417, 2.68644)  -0.603
C (0.59243, 3.14713, 3.26821)  0.657
O (-0.11830, 2.07226, 2.87775)  -0.298
C (0.08182, 0.74110, 3.37413)  -0.375
C (-0.68057, 0.52273, 4.66574)  -0.963
C (1.46552, 3.03837, 4.48634)  -0.883
H (1.14630, 0.51290, 3.46907)  0.364
H (-0.31049, 0.06664, 2.60866)  0.317
H (-0.33147, 1.19041, 5.45687)  0.226
H (-0.56882, -0.50842, 5.00959)  0.372
H (-1.74347, 0.73327, 4.52082)  0.301
H (0.90967, 3.38567, 5.35688)  0.279
H (2.34168, 3.67354, 4.34010)  0.290
H (1.84429, 2.03442, 4.67056)  0.308
O (2.00358, -4.73801, 0.08592)  -0.597
C (1.65860, -4.57750, -1.06610)  0.723
O (1.85883, -5.55293, -1.97613)  -0.376
C (1.32801, -5.53591, -3.31034)  -0.398
C (2.23043, -4.75587, -4.24502)  -0.961
C (1.08770, -3.26612, -1.52411)  -0.611
H (0.29783, -5.17184, -3.31860)  0.403
H (1.28887, -6.57848, -3.63775)  0.287
H (2.31170, -3.70919, -3.94462)  0.267
H (1.84961, -4.79275, -5.26846)  0.320
H (3.24294, -5.16873, -4.22982)  0.329
H (1.90499, -2.57443, -1.73582)  0.229
H (0.46893, -2.85946, -0.72183)  0.273
H (0.44080, -3.34559, -2.39588)  0.078
O (-1.43640, -3.59289, -7.03867)  -0.556
C (-2.51223, -4.08344, -7.29674)  0.780
O (-3.50163, -3.32057, -7.80111)  -0.347
C (-4.74314, -3.83160, -8.30632)  -0.424
C (-5.74402, -4.03223, -7.18592)  -0.951
C (-2.79564, -5.52474, -6.97726)  -1.004
H (-4.58414, -4.73738, -8.89714)  0.362
H (-5.12657, -3.07668, -8.99769)  0.303
H (-5.39290, -4.76888, -6.46007)  0.270
H (-6.70475, -4.36919, -7.58297)  0.349
H (-5.89611, -3.09806, -6.63924)  0.307
H (-3.07528, -5.60967, -5.92556)  0.234
H (-1.88683, -6.10270, -7.15740)  0.317
H (-3.56959, -5.97165, -7.59897)  0.351
O (1.57294, 4.55886, 6.99814)  -0.582
C (2.48618, 5.34350, 7.12673)  0.791
O (3.59876, 4.98539, 7.79872)  -0.358
C (4.80126, 5.76728, 7.85230)  -0.404
C (4.72136, 6.81285, 8.94668)  -0.937
C (2.36297, 6.75334, 6.62168)  -1.006
H (5.03442, 6.19684, 6.87504)  0.355
H (5.61043, 5.06943, 8.08258)  0.301
H (3.91256, 7.52398, 8.76517)  0.270
H (5.65968, 7.36797, 9.01866)  0.349
H (4.51601, 6.34034, 9.91084)  0.294
H (1.82341, 7.35143, 7.35827)  0.271
H (1.79878, 6.73621, 5.68672)  0.293
H (3.31654, 7.22630, 6.39386)  0.346